The following is a quantum chemistry calculation of C25H43CoF3P2 as an isolated structure in a non-equilibrium geometry, from OMol25.

```
! RIJCOSX wB97M-V def2-TZVPD def2/J DEFGRID3
* xyz 1 5
Co 2.979 -2.056 0.819
C -2.083 4.042 0.520
C -2.756 3.019 1.241
C -0.615 3.178 2.068
C -0.756 4.135 1.027
C -1.853 2.491 2.202
C -2.699 4.874 -0.531
H -3.273 4.228 -1.214
H -1.931 5.402 -1.110
H -3.397 5.624 -0.111
C 0.275 5.106 0.605
H 0.080 5.489 -0.405
H 1.283 4.666 0.639
H 0.265 5.982 1.274
C 0.581 3.013 2.935
H 0.382 3.338 3.967
H 1.446 3.594 2.587
H 0.881 1.961 3.017
C -2.172 1.426 3.177
H -3.119 1.648 3.689
H -1.394 1.333 3.948
H -2.321 0.430 2.723
C -4.136 2.538 1.036
H -4.727 2.502 1.967
H -4.107 1.526 0.601
H -4.656 3.189 0.326
C -0.857 1.727 -2.670
C -2.122 2.108 -2.893
C -3.399 1.395 -2.608
C -3.316 -0.087 -2.138
C -2.872 -0.320 -0.756
C -1.609 -0.363 -0.238
C -0.339 0.059 -0.867
C -0.307 0.347 -2.390
H -4.021 1.440 -3.525
H -2.777 -0.701 -2.861
H -3.962 1.959 -1.833
H -0.812 -0.432 -3.005
H -0.092 2.521 -2.648
H -2.274 3.108 -3.329
H 0.778 0.386 -2.664
H 0.075 0.939 -0.325
H -1.517 -0.585 0.836
H 0.373 -0.776 -0.679
H -4.361 -0.425 -2.118
H -3.671 -0.391 -0.015
P 2.080 -2.729 -0.971
P 3.073 -3.996 1.497
C 2.652 -4.514 -1.189
C 3.645 -4.875 -0.086
H 3.088 -4.591 -2.199
H 1.748 -5.157 -1.162
H 3.672 -5.964 0.105
H 4.669 -4.515 -0.320
C 4.200 -4.724 2.688
H 3.852 -4.448 3.685
H 5.200 -4.309 2.537
H 4.239 -5.815 2.599
C 1.509 -4.921 1.811
H 1.640 -6.007 1.717
H 0.688 -4.622 1.148
H 1.203 -4.706 2.840
C 3.057 -1.900 -2.263
H 2.657 -0.886 -2.398
H 2.964 -2.483 -3.186
H 4.106 -1.842 -1.944
C 0.492 -3.037 -1.856
H -0.044 -3.889 -1.423
H 0.699 -3.274 -2.909
H -0.191 -2.187 -1.843
F 3.029 0.379 1.907
C 3.447 -0.182 0.712
F 2.751 0.470 -0.299
F 4.779 0.138 0.536
*
```

## Properties
- energy (hartree) = -3343.075682
- LUMO (spin up / spin down) (eV) = -2.014 / -5.600
- relative energy (zero: lowest compared OMol25 entry of this formula, charge and spin) (kJ/mol) = 0.00
- Kohn-Sham gap (spin up / spin down) (eV) = 7.396 / 4.361